[1]
Density functional theory data (ωB97M-V/def2-TZVPD) for a cluster of 2 separate species, C5H10O2 in total in a non-equilibrium geometry.

```
17
Properties=species:S:1:pos:R:3:forces:R:3:lowdin_charge:R:1
C -1.55380 -1.48800 0.28571 -0.04 0.15 -0.28 -0.01
C -0.63098 -0.32356 -0.07149 0.11 0.16 -0.02 -0.54
C 0.80209 -0.70621 -0.33475 0.01 0.60 0.39 -0.12
C 1.72176 0.54307 -0.13029 0.23 1.09 0.81 -0.05
O 1.25000 1.98631 0.46971 0.40 -1.95 -0.85 -0.14
C -0.87270 1.06873 -0.60678 -0.18 0.95 0.43 -0.07
O -0.91099 0.73197 0.82535 -0.13 0.02 0.65 -0.13
H -1.48799 -2.36420 -0.36823 0.03 0.26 -0.10 0.08
H -1.23972 -1.81700 1.29251 -0.06 0.14 -0.35 0.09
H -2.59366 -1.16527 0.37562 0.12 0.00 -0.17 0.08
H 0.80452 -1.06811 -1.38450 0.26 0.49 0.46 0.13
H 1.15732 -1.56561 0.26426 -0.06 0.53 0.09 0.12
H 2.24520 0.79036 -1.06151 -0.19 0.32 0.56 0.12
H 2.38682 0.36543 0.68712 0.83 -0.50 -0.02 0.10
H 0.60022 1.77812 1.18684 0.51 -0.30 -0.44 0.09
H -1.87449 1.19372 -1.04194 0.24 0.34 0.32 0.08
H 0.19641 2.04026 -0.38763 -2.10 -2.30 -1.49 0.18
```
Positions in Å, forces in eV/Å.

* energy: -9437.4451 eV
* 2S+1: 1
* HOMO-LUMO gap: 9.7 eV
* highest occupied orbital energy: -8.8 eV
* LUMO level: 0.91 eV
* energy relative to the best compared isomer or geometry (same formula, charge and spin): 5.598 eV


[2]
Density functional theory data (ωB97M-V/def2-TZVPD) for the molecule C5H10O2.

```
17
Properties=species:S:1:pos:R:3:forces:R:3:lowdin_charge:R:1
O -1.70178 0.09643 -0.97468 -0.24 0.21 -0.11 -0.06
C -1.28161 1.22948 -0.23620 0.14 0.29 0.16 -0.20
C 0.04723 1.01111 0.47225 0.05 -0.08 0.29 -0.33
C 0.12379 -0.36967 1.14576 0.06 0.13 0.18 -0.12
C 0.61819 -1.29166 0.00228 0.01 -0.01 0.00 -0.15
C 1.29314 -0.28553 -0.96040 0.18 -0.26 -0.24 -0.18
O 1.15639 1.01309 -0.40398 0.07 0.08 -0.04 -0.10
H -1.58869 -0.67633 -0.41419 -0.23 0.04 -0.02 0.05
H -2.02594 1.54357 0.51726 0.03 -0.21 -0.18 0.12
H -1.16069 2.05519 -0.94170 -0.08 -0.11 -0.02 0.13
H 0.20610 1.85179 1.15609 -0.05 -0.18 0.07 0.15
H -0.79940 -0.62562 1.68240 0.07 -0.23 -0.40 0.12
H 0.90427 -0.36210 1.90617 0.00 0.18 0.02 0.11
H -0.15406 -1.83973 -0.55236 0.09 0.09 0.35 0.10
H 1.31901 -2.03839 0.38860 -0.08 0.17 -0.11 0.11
H 0.81663 -0.29254 -1.94491 0.05 -0.18 0.06 0.12
H 2.36036 -0.48803 -1.07756 -0.07 0.08 -0.03 0.12
```
Positions in Å, forces in eV/Å.

* energy: -9441.4207 eV
* 2S+1: 1
* HOMO-LUMO gap: 10.4 eV
* SMILES: OC[C@H]1CCCO1
* highest occupied orbital energy: -9.5 eV
* LUMO level: 0.89 eV
* energy relative to the best compared isomer or geometry (same formula, charge and spin): 1.622 eV